i.
Density functional theory data (the ωB97M-V functional and the def2-TZVPD basis) for 3 unconnected molecules or ions with the total composition C3H13NO3.

Each line ends with the natural charge from an NBO analysis.
Positions of all 20 atoms, in Å:
N (0.12153, 1.40361, -0.70623)  -0.851
C (-0.63559, 0.17304, -0.44943)  -0.219
C (-1.33030, 0.34650, 0.89511)  -0.429
C (-2.19849, -0.80111, 1.35240)  -0.071
O (-2.98708, -0.42397, 2.49819)  -0.709
H (1.05662, 1.13172, -1.00498)  0.362
H (-0.17391, 2.01537, -1.45360)  0.363
H (-0.00381, -0.71565, -0.33048)  0.186
H (-1.38287, 0.05898, -1.24527)  0.179
H (-0.67908, 0.51712, 1.78145)  0.194
H (-1.85086, 1.29566, 0.89689)  0.212
H (-2.95879, -1.13984, 0.62666)  0.168
H (-1.66211, -1.75537, 1.46390)  0.158
H (-2.31493, -0.32360, 3.18986)  0.456
O (2.91233, -1.90778, 1.81061)  -0.921
H (3.86991, -1.90018, 1.80947)  0.461
H (2.80677, -2.51166, 1.08833)  0.460
O (2.33324, 1.41286, -3.85735)  -0.987
H (1.86625, 1.44604, -4.66539)  0.494
H (3.21117, 1.67828, -3.70013)  0.493

Calculated values
Total charge   0
Frontier orbital gap   9.63 eV
Structure (SMILES)   NCCCO.O.O
HOMO   -8.979 eV

ii.
Density functional theory data (the ωB97M-V functional and the def2-TZVPD basis) for 4 unconnected molecules or ions with the total composition C3H13NO3.

Each line ends with the natural charge from an NBO analysis.
Positions of all 20 atoms, in Å:
C (-0.25939, 1.60712, 0.88745)  -0.519
C (-1.12458, 0.60023, 0.65074)  0.207
C (-1.87033, -0.20176, 1.67447)  -0.650
N (-1.64901, 0.49602, -0.65117)  -0.820
H (-0.18597, 2.36393, 0.11947)  0.181
H (0.05696, 1.85726, 1.88494)  0.201
H (-2.10795, -1.17574, 1.24510)  0.205
H (-2.84062, 0.26397, 1.87463)  0.225
H (-1.38301, -0.26341, 2.64213)  0.237
H (-1.80120, -0.45305, -0.95186)  0.361
H (-1.11909, 0.92223, -1.38950)  0.370
O (2.10196, -3.28737, -2.06819)  -0.928
H (1.39104, -3.38034, -2.70012)  0.464
H (2.81936, -3.02971, -2.61560)  0.464
O (1.06662, -2.24718, 3.47320)  -0.949
H (1.34704, -2.35153, 4.36177)  0.472
H (1.54636, -2.82271, 2.87312)  0.478
O (0.89346, 3.67339, -3.36017)  -0.935
H (0.16067, 3.65427, -3.98205)  0.467
H (0.48424, 3.91666, -2.51945)  0.469

Calculated values
Total charge   0
Frontier orbital gap   8.66 eV
Structure (SMILES)   C=C(C)N.O.O.O
HOMO   -7.997 eV

iii.
Density functional theory data (the ωB97M-V functional and the def2-TZVPD basis) for 3 unconnected molecules or ions with the total composition C3H13NO3.

Each line ends with the natural charge from an NBO analysis.
Positions of all 20 atoms, in Å:
C (-0.15218, 1.33280, -2.02217)  -0.622
C (-0.10578, 0.85248, -0.58362)  0.086
O (1.22887, 0.45020, -0.31929)  -0.751
C (-1.12881, -0.26199, -0.33509)  -0.240
N (-1.02355, -0.74744, 1.03816)  -0.878
H (0.53858, 2.16805, -2.10084)  0.222
H (0.17374, 0.49621, -2.64702)  0.207
H (-1.13567, 1.63953, -2.36888)  0.211
H (-0.29042, 1.70644, 0.07460)  0.173
H (1.39045, 0.52581, 0.63301)  0.491
H (-2.14921, 0.06751, -0.50584)  0.202
H (-0.97722, -1.06866, -1.06351)  0.184
H (-0.28688, -1.39524, 1.29401)  0.377
H (-1.85001, -1.15072, 1.42867)  0.375
O (1.58369, -2.66499, -0.12869)  -0.941
H (1.71267, -1.81882, 0.29864)  0.468
H (1.95067, -2.48664, -0.98848)  0.471
O (0.29656, 1.14427, 2.66072)  -0.989
H (-0.36458, 0.56903, 2.22071)  0.491
H (0.58907, 0.64217, 3.41493)  0.463

Calculated values
Total charge   0
Frontier orbital gap   10.43 eV
Structure (SMILES)   C[C@H](O)CN.O.O
HOMO   -9.709 eV

Which is most stable, and by how much? iii, by 24.7 kcal/mol.

i.
Density functional theory data (the ωB97M-V functional and the def2-TZVPD basis) for C6H14N2O in the gas phase.

Each line ends with the natural charge from an NBO analysis.
Positions of all 23 atoms, in Å:
H (-0.57553, 0.14263, 2.02134)  0.323
N (-1.16048, -0.64343, 1.72483)  -0.638
C (-1.36810, -0.62789, 0.44673)  0.339
C (-2.23962, -1.70617, -0.15185)  -0.675
C (-1.06272, 0.58433, -0.44721)  -0.523
C (0.43762, 0.80732, -0.65567)  0.409
C (0.97358, 1.98973, 0.15339)  -0.638
O (0.61825, 1.15359, -2.01388)  -0.740
N (1.19495, -0.47538, -0.49488)  -0.686
C (1.90328, -0.75922, 0.73918)  -0.416
H (-1.61322, -2.43153, -0.67621)  0.220
H (-2.95102, -1.28430, -0.86817)  0.218
H (-2.81507, -2.21502, 0.62539)  0.239
H (-1.55381, 0.40931, -1.41291)  0.233
H (-1.54026, 1.46732, -0.00795)  0.231
H (0.50392, 2.92264, -0.18194)  0.234
H (2.05046, 2.11796, -0.00475)  0.224
H (0.78399, 1.88562, 1.22470)  0.199
H (1.29601, 0.52521, -2.31912)  0.486
H (0.77185, -1.30346, -0.90612)  0.377
H (2.96913, -0.88053, 0.51984)  0.187
H (1.55378, -1.69596, 1.18311)  0.201
H (1.82302, 0.01726, 1.50217)  0.198

Calculated values
Total charge   0
Frontier orbital gap   9.86 eV
Structure (SMILES)   [H]/N=C(/C)C[C@](C)(O)NC
HOMO   -9.014 eV

ii.
Density functional theory data (the ωB97M-V functional and the def2-TZVPD basis) for 2 unconnected molecules or ions with the total composition C6H14N2O.

Each line ends with the natural charge from an NBO analysis.
Positions of all 23 atoms, in Å:
C (1.46459, -0.57572, -0.02512)  0.127
C (1.93395, 0.83391, 0.17252)  -0.681
C (1.24243, -1.01936, -1.44356)  -0.669
C (-1.86454, -1.32386, -0.59749)  -0.641
N (-0.49637, 0.02432, 1.75686)  -0.291
C (-1.12866, 0.70792, 0.75158)  0.310
N (-1.19498, 2.10254, 0.89769)  -0.827
C (-1.43387, 0.10248, -0.43476)  -0.350
O (0.26063, -1.03747, 1.44987)  -0.441
H (-0.10573, 0.60393, 2.49955)  0.337
H (2.09538, -1.28593, 0.50184)  0.191
H (-2.07092, 2.50997, 0.60804)  0.386
H (-0.88028, 2.47255, 1.78246)  0.369
H (-1.73209, 0.77718, -1.23003)  0.193
H (1.77483, 1.16488, 1.20301)  0.219
H (3.00979, 0.89183, -0.03038)  0.231
H (1.40645, 1.53746, -0.47004)  0.224
H (2.21771, -1.17446, -1.92090)  0.221
H (0.72267, -1.97566, -1.48609)  0.233
H (0.72890, -0.26705, -2.04216)  0.219
H (-2.95573, -1.39722, -0.56289)  0.206
H (-1.54555, -1.71984, -1.56411)  0.198
H (-1.44863, -1.95240, 0.18412)  0.236

Calculated values
Total charge   0
Frontier orbital gap (alpha / beta)   8.11 / 8.10 eV
HOMO (alpha / beta)   -7.160 / -7.159 eV

Which is most stable, and by how much? i, by 70.7 kcal/mol.

i.
Density functional theory data (the ωB97M-V functional and the def2-TZVPD basis) for C6H14N2O in the gas phase.

Each line ends with the natural charge from an NBO analysis.
Positions of all 23 atoms, in Å:
H (2.28699, -1.46565, -0.19172)  0.337
N (1.86748, -0.54962, -0.30749)  -0.730
C (0.64866, -0.45368, -0.00285)  0.450
N (-0.10408, -1.42282, 0.58849)  -0.173
C (0.43937, -2.85053, 0.63882)  -0.437
O (-1.50938, -1.41320, 0.48252)  -0.554
C (-0.04496, 0.96858, -0.24531)  -0.083
C (1.05837, 1.98458, -0.53264)  -0.598
C (-0.84020, 1.43546, 0.97559)  -0.608
C (-0.95208, 0.84006, -1.47012)  -0.611
H (1.35243, -2.88931, 1.23344)  0.210
H (0.62346, -3.23334, -0.36884)  0.199
H (-0.32641, -3.44942, 1.12582)  0.217
H (-1.85173, -1.35496, 1.38757)  0.471
H (1.66921, 1.65555, -1.36692)  0.231
H (1.70378, 2.09727, 0.33418)  0.214
H (0.62041, 2.95166, -0.77784)  0.198
H (-0.25408, 1.31423, 1.88490)  0.211
H (-1.08515, 2.49168, 0.86698)  0.211
H (-1.77975, 0.89884, 1.07523)  0.205
H (-1.42919, 1.79674, -1.68126)  0.206
H (-0.36496, 0.55166, -2.33950)  0.213
H (-1.72818, 0.09621, -1.30903)  0.223

Calculated values
Total charge   0
Frontier orbital gap   9.58 eV
Structure (SMILES)   [H]/N=C(\N(C)O)C(C)(C)C
HOMO   -8.959 eV

ii.
Density functional theory data (the ωB97M-V functional and the def2-TZVPD basis) for a molecular structure, C6H14N2O.

Each line ends with the natural charge from an NBO analysis.
Positions of all 23 atoms, in Å:
C (-0.15218, -0.17477, 0.49894)  0.472
C (-2.12977, -0.50109, 0.40955)  -0.407
C (0.46781, -1.33674, 1.23831)  -0.672
C (2.64248, 1.16314, -0.99342)  -0.706
C (-2.88557, 0.70260, -0.08262)  -0.648
N (0.00214, -0.07230, -0.83889)  -0.680
C (1.81823, -0.07506, -1.19987)  0.460
O (-0.00223, 1.03500, 1.15841)  -0.739
N (2.31970, -1.13787, -1.66337)  -0.649
H (-0.01735, 0.88351, 2.11450)  0.475
H (-0.24908, 0.88130, -1.09614)  0.368
H (1.62912, -1.88987, -1.71830)  0.359
H (-2.30629, -0.70960, 1.46478)  0.173
H (-2.27990, -1.39790, -0.18770)  0.194
H (1.53078, -1.15658, 1.42622)  0.217
H (0.00285, -1.45375, 2.22220)  0.215
H (0.35109, -2.25837, 0.66853)  0.233
H (2.05682, 2.05077, -1.24266)  0.226
H (2.92899, 1.24036, 0.05845)  0.239
H (3.55001, 1.13929, -1.60721)  0.240
H (-3.96680, 0.60073, 0.08921)  0.215
H (-2.56925, 1.61274, 0.43719)  0.212
H (-2.74158, 0.85448, -1.15610)  0.203

Calculated values
Total charge   0
Frontier orbital gap   8.60 eV
HOMO   -7.848 eV

iii.
Density functional theory data (the ωB97M-V functional and the def2-TZVPD basis) for 2 unconnected molecules or ions with the total composition C6H14N2O.

Each line ends with the natural charge from an NBO analysis.
Positions of all 23 atoms, in Å:
C (-0.72269, -1.42680, 0.69388)  -0.632
C (-1.29555, -0.17207, 0.21925)  -0.056
C (-1.99495, 0.70364, 1.22461)  -0.635
C (-0.78171, 0.40525, -0.91694)  0.248
C (-0.37123, -0.38657, -2.13494)  -0.681
O (-1.20473, 1.70671, -1.17476)  -0.701
H (-1.29905, -1.89595, 1.48865)  0.220
H (-0.52384, -2.15026, -0.09110)  0.222
H (0.41510, -1.09731, 0.94325)  0.225
H (-1.38707, 1.57194, 1.48912)  0.214
H (-2.20863, 0.15566, 2.14011)  0.208
H (-2.92486, 1.08853, 0.80414)  0.227
H (0.39060, -1.11783, -1.87875)  0.255
H (-1.23061, -0.88365, -2.58541)  0.227
H (0.08703, 0.26417, -2.88086)  0.207
H (-0.96144, 1.94618, -2.07502)  0.477
H (3.45902, -1.06192, 0.02699)  0.321
N (2.58908, -0.76586, -0.41695)  -0.738
C (1.87970, -0.00286, 0.31119)  0.251
N (2.26723, 0.67304, 1.44050)  -0.843
H (0.92153, 0.50078, -0.24759)  0.200
H (1.72478, 1.45139, 1.77130)  0.398
H (3.17229, 0.49379, 1.84933)  0.386

Calculated values
Total charge   0
Frontier orbital gap   8.57 eV
Structure (SMILES)   CC(C)=C(C)O.[H]/N=C\N
HOMO   -7.731 eV

Which is most stable, and by how much? i, by 6.2 kcal/mol.

i.
Density functional theory data (the ωB97M-V functional and the def2-TZVPD basis) for C5H9NS in the gas phase.

Each line ends with the natural charge from an NBO analysis.
Positions of all 16 atoms, in Å:
C (-1.77852, -1.66251, 0.01535)  -0.654
C (-1.48176, -0.19134, -0.09492)  -0.125
C (-0.25945, 0.42552, -0.05244)  -0.073
C (-0.09666, 1.89380, 0.02822)  -0.631
C (0.98084, -0.33477, -0.03300)  0.060
N (2.07137, 0.28767, -0.05440)  -0.553
S (3.48156, -0.63653, -0.00954)  0.185
H (-0.81526, -2.24071, -0.16701)  0.212
H (-2.21821, -1.84857, 1.02130)  0.227
H (-2.60856, -1.95244, -0.73028)  0.224
H (-2.36793, 0.45886, -0.07713)  0.195
H (-1.03674, 2.45713, 0.18759)  0.212
H (0.57112, 2.15683, 0.84039)  0.230
H (0.32431, 2.24994, -0.91599)  0.225
H (0.92206, -1.43349, 0.09313)  0.156
H (4.31183, 0.37060, -0.05126)  0.108

Calculated values
Total charge   0
Frontier orbital gap   9.03 eV
Structure (SMILES)   C/C=C(C)\C=N\S
HOMO   -8.332 eV

ii.
Density functional theory data (the ωB97M-V functional and the def2-TZVPD basis) for C5H9NS in the gas phase.

Each line ends with the natural charge from an NBO analysis.
Positions of all 16 atoms, in Å:
C (0.24655, 0.69212, 0.82515)  -0.279
C (1.20983, -0.01382, 0.23483)  -0.141
C (-1.05493, 0.04597, 1.22361)  -0.297
C (2.50903, 0.47377, -0.45978)  -0.630
C (-2.03551, -0.69059, -0.86566)  -0.483
N (-1.57620, -0.96642, 0.39196)  -0.212
S (0.89799, -1.73060, -0.03460)  0.081
H (0.46410, 1.70297, 0.96183)  0.209
H (-1.11572, -0.23067, 2.34523)  0.220
H (-1.76344, 0.91904, 1.11265)  0.214
H (2.89729, -0.29558, -1.07619)  0.224
H (3.32956, 0.77899, 0.26190)  0.223
H (2.36022, 1.26773, -1.08048)  0.221
H (-3.05737, -0.50448, -0.80198)  0.227
H (-1.65871, 0.15230, -1.57204)  0.173
H (-1.65268, -1.60074, -1.46643)  0.251

Calculated values
Total charge   0
Frontier orbital gap   6.39 eV
HOMO   -8.151 eV

Which is most stable, and by how much? i, by 74.2 kcal/mol.

i.
Density functional theory data (the ωB97M-V functional and the def2-TZVPD basis) for 2 unconnected molecules or ions with the total composition C3H6INO3.

Each line ends with the natural charge from an NBO analysis.
Positions of all 14 atoms, in Å:
N (1.32310, 1.28590, 0.72124)  -0.808
C (0.39812, 0.25502, 0.95011)  -0.168
C (0.28692, -0.76011, 0.01436)  0.493
O (-0.46779, -1.91731, -0.13639)  -0.712
O (1.00526, -0.59872, -1.14316)  -0.711
H (0.89526, 2.16357, 0.62736)  0.370
H (1.79992, 1.03678, -0.12444)  0.380
H (-0.23606, 0.27286, 1.80700)  0.204
H (-0.90432, -2.22358, 0.65503)  0.504
H (0.60020, -1.15353, -1.77290)  0.488
O (-1.59008, 2.08145, -0.52635)  -0.483
C (-1.79113, 1.00689, -0.92613)  0.338
I (-3.29704, -0.20373, -0.00213)  -0.047
H (-1.53546, 0.47178, -1.80101)  0.152

Calculated values
Total charge   0
Frontier orbital gap   8.12 eV
Structure (SMILES)   NC=C(O)O.O=CI
HOMO   -7.853 eV

ii.
Density functional theory data (the ωB97M-V functional and the def2-TZVPD basis) for 3 unconnected molecules or ions with the total composition C3H6INO3.

Each line ends with the natural charge from an NBO analysis.
Positions of all 14 atoms, in Å:
C (1.51081, -0.04838, -0.28266)  -0.287
C (0.11756, -0.52193, -0.60502)  -0.090
C (-1.06689, 0.15550, 0.01874)  0.008
N (-1.16484, 1.54476, 0.10651)  0.416
O (-2.06254, 2.06905, 0.70704)  -0.381
O (-0.21251, 2.13592, -0.37669)  -0.410
O (0.12904, -1.86330, -0.44076)  -0.700
I (-2.89218, -0.83392, 0.23566)  0.251
H (1.87619, 0.91553, -0.39845)  0.216
H (1.32507, 0.21732, 1.44773)  0.007
H (2.17243, -0.92550, -0.28756)  0.213
H (0.15059, -0.37609, -1.64053)  0.246
H (0.89047, -0.20991, 2.03354)  0.024
H (-0.77319, -2.25907, -0.51754)  0.485

Calculated values
Total charge   0
Frontier orbital gap (alpha / beta)   6.08 / 8.81 eV
HOMO (alpha / beta)   -8.295 / -9.203 eV

iii.
Density functional theory data (the ωB97M-V functional and the def2-TZVPD basis) for 2 unconnected molecules or ions with the total composition C3H6INO3.

Each line ends with the natural charge from an NBO analysis.
Positions of all 14 atoms, in Å:
N (-0.00147, 0.81594, -1.09140)  -0.856
C (-0.70162, 0.33991, 0.03042)  -0.112
I (-2.88759, 0.13537, -0.32933)  -0.060
C (-0.30297, -1.15327, 0.49762)  -0.082
O (0.61942, -1.21579, 1.51898)  -0.709
H (0.42926, 0.13917, -1.70044)  0.385
H (-0.21700, 1.63955, -1.54143)  0.390
H (-0.67381, 1.05473, 0.89182)  0.205
H (0.09885, -1.70868, -0.35590)  0.159
H (-1.19556, -1.69409, 0.93272)  0.207
H (1.39121, -0.65731, 1.30294)  0.475
O (2.15394, 1.53918, 0.72016)  -0.534
C (1.30602, 2.32300, 0.80446)  1.035
O (0.57287, 3.19648, 0.88430)  -0.504

Calculated values
Total charge   0
Frontier orbital gap   9.60 eV
Structure (SMILES)   N[C@@H](I)CO.O=C=O
HOMO   -9.213 eV

Which is most stable, and by how much? iii, by 43.5 kcal/mol.